Entry from the Open Molecules 2025 dataset: a 7-piece molecular cluster, C7H26NO6 overall at a distorted geometry (ωB97M-V/def2-TZVPD).

Structure (XYZ):
```
40
Properties=species:S:1:pos:R:3:lowdin_charge:R:1
C -0.50 -0.05 -1.30 -0.1553
C 0.29 -0.49 -0.09 -0.1458
C -0.51 -0.80 1.13 -0.2422
C -1.19 0.13 1.83 -0.0783
C -1.26 1.58 1.72 -0.1462
C -0.52 2.43 1.01 0.0223
C -0.56 -2.21 1.68 -0.0316
N 0.36 0.41 -2.45 0.1982
H -1.16 0.77 -1.05 0.1099
H -1.16 -0.85 -1.62 0.1164
H 0.90 -1.36 -0.36 0.1027
H 1.14 0.17 0.11 0.0969
H -1.75 -0.27 2.67 0.1060
H -2.15 1.98 2.19 0.1017
H -0.62 3.51 1.02 0.0689
H 0.37 2.06 0.51 0.0234
H 0.47 -2.53 1.79 0.0556
H -1.01 -2.25 2.66 0.0839
H -1.04 -2.97 1.05 0.0993
H -0.23 0.74 -3.22 0.1677
H 0.92 -0.38 -2.75 0.1698
H 0.83 1.29 -2.10 0.0892
H 1.89 2.87 -1.33 0.0347
H 0.80 3.76 -1.92 0.0824
O 1.20 2.89 -2.03 -0.0543
H -4.68 -1.21 1.33 0.0662
H -4.06 0.23 1.51 0.0394
O -4.65 -0.31 0.98 -0.0287
H 2.64 1.88 0.58 0.0574
H 3.89 1.55 -0.37 0.0646
O 2.94 1.70 -0.32 -0.0497
H 4.86 -1.48 -0.55 0.0408
H 3.55 -1.50 0.25 -0.0119
O 4.21 -0.90 -0.14 -0.0777
H -4.07 -0.35 -0.74 0.0025
H -3.98 -0.09 -2.26 0.0460
O -3.44 -0.29 -1.48 -0.0726
H 3.10 -3.70 0.80 0.0775
H 1.62 -3.04 0.73 0.0087
O 2.56 -2.95 0.54 -0.0379
```

**Net charge**: +1
**HOMO level**: -0.436 Ha
**Spin multiplicity**: 1



Entry from the Open Molecules 2025 dataset: a 7-piece molecular cluster, C7H26O7 overall at a distorted geometry (ωB97M-V/def2-TZVPD).

Structure (XYZ):
```
40
Properties=species:S:1:pos:R:3:lowdin_charge:R:1
C -2.19 23.16 -2.10 -0.4605
O -3.15 24.20 -1.95 -0.5393
H -2.68 22.24 -1.78 0.0149
H -1.83 22.92 -3.10 0.0018
H -1.33 23.44 -1.49 0.0031
C -5.06 19.71 -2.71 -0.4239
O -6.12 20.67 -2.84 -0.5144
H -5.15 18.83 -3.35 0.0022
H -4.09 20.14 -2.97 0.0138
H -5.07 19.46 -1.65 0.0142
C -3.67 20.03 -6.21 -0.1302
O -2.60 19.81 -7.16 -0.1607
H -4.42 20.68 -6.67 0.0723
H -4.26 19.12 -6.03 0.0713
H -3.32 20.46 -5.27 0.0755
H -2.22 20.66 -7.39 0.0547
C -4.51 16.61 -0.06 -0.1137
O -5.78 16.29 -0.80 -0.1458
H -3.60 16.33 -0.60 0.0573
H -4.40 17.68 0.11 0.0570
H -4.47 16.14 0.92 0.0567
H -6.43 16.94 -0.52 0.0639
C -1.50 19.36 -0.41 -0.1544
O -1.05 18.04 -0.57 -0.1529
H -0.98 19.78 0.45 0.0714
H -1.26 19.90 -1.33 0.0843
H -2.59 19.36 -0.27 0.0661
H -1.35 17.45 0.13 0.0548
C -7.80 15.89 -3.56 -0.1530
O -9.05 16.49 -3.92 -0.1327
H -7.25 15.64 -4.47 0.0729
H -7.22 16.71 -3.14 0.0722
H -7.95 15.04 -2.89 0.0732
H -9.37 15.87 -4.58 0.0517
C -3.62 16.27 -4.03 -0.1748
O -3.41 15.75 -5.31 -0.1311
H -3.42 15.55 -3.24 0.0652
H -3.02 17.16 -3.87 0.0866
H -4.68 16.52 -3.96 0.0606
H -2.49 15.82 -5.60 0.0698
```

**Net charge**: -2
**HOMO level**: 0.036 Ha
**Spin multiplicity**: 1



Entry from the Open Molecules 2025 dataset: C7H27O7Ti2 as an isolated structure at a distorted geometry (ωB97M-V/def2-TZVPD).

Structure (XYZ):
```
43
Properties=species:S:1:pos:R:3:lowdin_charge:R:1
Ti 2.55 -0.11 1.68 0.7762
Ti 1.76 1.50 -0.88 0.9304
O 0.61 0.10 0.54 -0.5458
H 0.59 -0.40 -0.30 0.0083
C 0.90 -3.43 0.36 -0.1280
O 0.60 -2.37 1.26 -0.1401
H 0.13 -3.64 -0.38 0.0660
H 1.79 -3.13 -0.20 0.0724
H 0.92 -4.44 0.75 0.0918
H 0.72 -1.51 0.84 -0.0501
C -1.97 2.50 -1.28 -0.0974
O -0.67 2.01 -1.05 -0.2108
H -2.30 2.87 -0.30 0.0952
H -1.96 3.28 -2.04 0.0968
H -2.61 1.68 -1.59 0.0966
H -0.74 1.34 -0.37 0.0121
C -2.74 -1.32 1.11 -0.1206
O -1.99 -0.12 0.81 -0.1293
H -2.54 -2.14 0.42 0.0654
H -2.84 -1.63 2.15 0.0866
H -3.77 -1.15 0.82 0.0767
H -1.04 -0.24 0.87 -0.0117
C 3.73 -0.78 -1.71 -0.1398
O 2.50 -0.55 -2.41 -0.1812
H 3.46 -1.09 -0.70 0.0179
H 4.21 -1.64 -2.18 0.1049
H 4.35 0.11 -1.81 0.0890
H 2.63 -0.84 -3.32 0.1052
C -0.68 -1.64 -2.70 -0.1918
O -1.55 -1.60 -3.77 -0.0805
H 0.12 -2.36 -2.89 0.0782
H -0.18 -0.68 -2.62 0.0624
H -1.16 -1.97 -1.77 0.0719
H -1.88 -2.47 -3.97 0.0922
C -0.44 3.51 3.67 -0.0571
C 0.17 2.76 2.47 -0.3387
O -0.05 1.42 2.76 -0.0892
H 0.02 3.31 4.64 0.0806
H -1.51 3.34 3.76 0.0815
H -0.27 4.55 3.39 0.0732
H 1.24 2.96 2.41 0.0944
H -0.28 3.09 1.53 0.1033
H 0.18 0.90 1.99 -0.0172
```

**Net charge**: +1
**HOMO level (alpha / beta)**: -0.359 / -0.467 Ha
**Spin multiplicity**: 7
**⟨S²⟩**: 12.00



Entry from the Open Molecules 2025 dataset: C7H28BaO7 as an isolated structure (ωB97M-V/def2-TZVPD).

Structure (XYZ):
```
43
Properties=species:S:1:pos:R:3:lowdin_charge:R:1
Ba -0.46 -0.49 0.48 2.0863
C -1.80 -3.28 -1.52 -0.1010
O -1.62 -1.85 -1.65 -0.2875
H -1.49 -3.57 -0.52 0.0784
H -2.84 -3.55 -1.66 0.1006
H -1.20 -3.82 -2.25 0.0939
H -2.01 -1.61 -2.50 0.0987
C 0.19 3.27 -0.23 -0.0902
O 0.61 2.03 0.38 -0.2958
H -0.64 3.71 0.31 0.0864
H 1.01 3.98 -0.27 0.1033
H -0.09 3.05 -1.26 0.0782
H 1.13 2.23 1.16 0.0806
C 3.26 -0.32 1.58 -0.0668
O 1.86 -0.21 1.98 -0.2925
H 3.65 0.66 1.29 0.0923
H 3.86 -0.73 2.39 0.1001
H 3.31 -0.97 0.71 0.0726
H 1.87 0.06 2.90 0.0855
C 1.70 -2.83 -1.73 -0.1007
O 1.35 -2.48 -0.37 -0.2690
H 2.71 -2.50 -1.98 0.0970
H 1.62 -3.91 -1.89 0.0998
H 1.00 -2.33 -2.39 0.0645
H 1.87 -3.05 0.20 0.0963
C -1.17 0.24 4.06 -0.0983
O -1.27 0.98 2.82 -0.2668
H -0.53 -0.63 3.89 0.0718
H -0.71 0.84 4.83 0.1004
H -2.16 -0.09 4.38 0.0961
H -1.47 1.89 3.05 0.0964
C -3.46 1.73 0.20 -0.0955
O -2.55 1.07 -0.71 -0.2573
H -3.05 2.70 0.52 0.0838
H -4.41 1.91 -0.28 0.0988
H -3.58 1.09 1.07 0.0761
H -2.52 1.60 -1.52 0.0910
C 1.65 1.07 -2.57 -0.0968
O 0.55 0.31 -2.05 -0.2655
H 2.28 0.46 -3.22 0.0963
H 1.29 1.94 -3.12 0.0951
H 2.24 1.40 -1.73 0.0839
H 0.03 -0.02 -2.79 0.0793
```

**Net charge**: +2
**HOMO level**: -0.624 Ha
**Spin multiplicity**: 1



Entry from the Open Molecules 2025 dataset: C7H28N14O7Tl as an isolated structure at a distorted geometry (ωB97M-V/def2-TZVPD).

Structure (XYZ):
```
57
Properties=species:S:1:pos:R:3:lowdin_charge:R:1
Tl 1.88 0.68 -1.05 0.9928
C 7.67 3.91 1.90 -0.7537
O 6.65 3.21 1.93 0.0945
N 8.45 4.18 0.93 0.2029
N 8.05 4.49 2.98 0.1997
H 8.07 3.87 0.05 0.1373
H 8.96 5.05 0.93 0.1378
H 8.91 5.00 2.84 0.1297
H 7.32 4.79 3.62 0.1431
C 1.44 -1.29 6.24 -0.7523
O 1.51 -0.59 5.22 0.0980
N 1.79 -2.49 6.20 0.2117
N 1.30 -0.97 7.48 0.1913
H 2.11 -2.96 7.03 0.1490
H 1.97 -2.79 5.25 0.1474
H 1.26 0.01 7.75 0.1369
H 1.11 -1.69 8.16 0.1342
C -5.15 1.80 0.82 -0.7594
O -3.98 1.52 0.84 0.1186
N -5.87 2.14 1.83 0.1977
N -5.78 1.65 -0.32 0.2113
H -5.47 1.87 2.72 0.1332
H -6.84 2.42 1.91 0.1355
H -6.79 1.67 -0.24 0.1279
H -5.27 1.34 -1.13 0.1339
C -3.79 -1.07 -6.02 -0.7049
O -3.05 -0.72 -5.06 0.0559
N -3.80 -2.25 -6.56 0.1712
N -4.89 -0.48 -6.33 0.1877
H -3.06 -2.91 -6.37 0.1292
H -4.41 -2.52 -7.32 0.1265
H -5.14 0.36 -5.83 0.1402
H -5.26 -0.87 -7.19 0.1291
C -2.26 -5.37 0.57 -0.7977
O -1.55 -4.44 0.40 0.1240
N -1.86 -6.63 0.67 0.2096
N -3.52 -5.18 0.61 0.2162
H -2.47 -7.38 0.40 0.1224
H -0.92 -6.98 0.58 0.1302
H -3.62 -4.18 0.49 0.1412
H -4.20 -5.91 0.56 0.1415
C 0.28 6.34 3.65 -0.6837
O 0.43 5.70 2.59 0.0693
N -0.07 7.59 3.76 0.1938
N 0.28 5.88 4.88 0.1890
H -0.15 7.97 4.69 0.1251
H -0.59 8.09 3.06 0.1417
H 0.29 6.43 5.72 0.1311
H 0.38 4.88 4.97 0.1296
C 2.35 -3.81 -7.20 -0.7607
O 2.32 -2.99 -6.33 0.1032
N 2.97 -4.92 -7.03 0.2115
N 2.02 -3.66 -8.48 0.1995
H 2.81 -5.60 -7.76 0.1298
H 3.51 -5.03 -6.18 0.1436
H 1.71 -2.72 -8.70 0.1301
H 1.96 -4.44 -9.12 0.1258
```

**Net charge**: +3
**HOMO level**: -0.548 Ha
**Spin multiplicity**: 1



Entry from the Open Molecules 2025 dataset: C7H28N15O10V as an isolated structure at a distorted geometry (ωB97M-V/def2-TZVPD).

Structure (XYZ):
```
61
Properties=species:S:1:pos:R:3:lowdin_charge:R:1
V -1.79 31.71 -12.64 0.9778
N -1.49 30.84 -15.99 -0.5740
O -2.17 31.71 -16.58 -0.0387
O -1.69 30.55 -14.79 -0.1051
O -0.64 30.23 -16.62 0.0134
C 0.98 29.95 -12.53 -0.6036
O 0.09 30.69 -12.12 -0.0606
N 1.93 29.42 -11.68 0.1648
N 1.17 29.72 -13.86 0.1912
H 1.62 29.49 -10.72 0.1061
H 2.36 28.57 -11.99 0.0957
H 1.80 29.01 -14.17 0.1071
H 0.44 30.04 -14.49 0.0624
C 0.60 33.19 -15.03 -0.6306
O 0.11 32.69 -14.02 -0.0106
N 1.62 32.59 -15.71 0.1793
N 0.18 34.36 -15.58 0.1815
H 2.13 31.84 -15.27 0.0969
H 1.93 33.00 -16.57 0.0997
H 0.65 34.67 -16.41 0.0990
H -0.58 34.92 -15.24 0.0900
C -3.59 32.75 -10.04 -0.6112
O -3.00 32.25 -10.99 -0.0426
N -3.78 32.08 -8.88 0.1883
N -4.15 34.00 -10.14 0.1888
H -4.23 32.52 -8.10 0.1044
H -3.36 31.18 -8.74 0.1135
H -4.00 34.48 -11.00 0.0856
H -4.62 34.38 -9.34 0.1042
C -2.69 28.52 -11.62 -0.6146
O -2.15 29.62 -11.66 -0.0151
N -2.60 27.71 -10.52 0.1646
N -3.47 28.05 -12.64 0.1863
H -2.90 26.76 -10.49 0.1008
H -2.39 28.14 -9.64 0.1010
H -4.18 27.40 -12.35 0.1021
H -3.60 28.68 -13.41 0.0849
C -3.09 34.40 -14.18 -0.6198
O -2.53 33.58 -13.46 -0.0304
N -3.51 35.61 -13.67 0.1648
N -3.32 34.26 -15.50 0.1974
H -3.98 36.28 -14.25 0.0972
H -3.45 35.85 -12.69 0.0889
H -2.91 33.44 -15.95 0.0813
H -3.89 34.93 -15.98 0.1076
C -4.97 31.11 -13.96 -0.6218
O -3.94 31.06 -13.31 -0.0383
N -6.11 31.72 -13.49 0.1779
N -5.04 30.59 -15.21 0.1961
H -5.91 32.24 -12.65 0.1022
H -6.82 32.02 -14.14 0.0996
H -5.82 30.82 -15.79 0.1059
H -4.19 30.21 -15.60 0.0984
C 0.04 34.19 -10.83 -0.6182
O -0.34 33.12 -11.26 0.0006
N -0.27 34.63 -9.55 0.1639
N 0.70 35.11 -11.61 0.1751
H -0.77 34.00 -8.95 0.0980
H -0.25 35.62 -9.39 0.0935
H 1.10 34.68 -12.43 0.1005
H 1.08 35.93 -11.18 0.0967
```

**Net charge**: +1
**HOMO level (alpha / beta)**: -0.326 / -0.396 Ha
**Spin multiplicity**: 4
**⟨S²⟩**: 3.75



Entry from the Open Molecules 2025 dataset: a 9-piece molecular cluster, C7H29NO8 overall at a distorted geometry (ωB97M-V/def2-TZVPD).

Structure (XYZ):
```
45
Properties=species:S:1:pos:R:3:lowdin_charge:R:1
C 0.25 -0.97 1.06 -0.0492
C -1.07 -0.13 1.23 -0.4421
C -2.05 -0.57 0.13 -0.1837
C -1.63 -0.19 -1.27 -0.0963
C -2.01 1.00 -1.74 -0.1026
C -1.44 1.80 -2.88 -0.1556
C -0.45 2.64 -2.61 -0.0316
N -1.69 -0.34 2.54 0.0329
H -0.01 -1.84 0.50 0.0281
H 0.61 -1.29 2.06 0.0757
H 1.19 -0.52 0.69 0.0722
H -0.70 0.90 1.03 0.1116
H -3.11 -0.45 0.41 0.1259
H -2.04 -1.67 0.03 0.0997
H -0.99 -0.92 -1.72 0.0844
H -2.64 1.61 -1.09 0.1169
H -1.79 1.63 -3.89 0.0941
H -0.14 2.97 -1.65 0.0533
H -0.20 3.34 -3.46 0.0858
H -0.92 -0.30 3.23 0.0848
H -2.12 -1.27 2.60 0.0883
H -0.83 -4.09 -0.42 -0.0259
H -1.50 -5.29 0.27 0.0277
O -1.67 -4.41 -0.06 -0.0785
H -2.14 1.97 2.21 0.0065
H -0.87 2.76 2.36 0.0239
O -1.76 2.83 2.00 -0.0721
H 0.21 -2.15 -4.06 0.0627
H -0.48 -3.47 -3.57 0.0795
O -0.17 -2.59 -3.30 -0.0416
H 2.55 3.38 2.33 0.0578
H 3.08 2.11 1.63 0.0354
O 2.29 2.48 2.08 -0.0675
H 4.41 1.10 -0.65 0.0380
H 2.96 1.53 -0.55 0.0051
O 3.87 1.74 -0.17 -0.0999
H 2.56 0.73 4.72 0.0249
H 1.80 1.34 3.43 -0.0118
O 2.05 0.54 3.93 -0.0847
H 1.54 1.19 -2.14 0.0632
H 0.55 1.18 -0.87 0.0245
O 1.45 1.32 -1.19 -0.0550
H 0.69 -3.00 -1.76 0.0080
H 1.57 -3.11 -0.51 0.0608
O 0.79 -3.50 -0.93 -0.0735
```

**HOMO level**: -0.337 Ha
**Spin multiplicity**: 1
**Structure (SMILES)**: C=C/C=C/C[C@H](C)N.O.O.O.O.O.O.O.O



Entry from the Open Molecules 2025 dataset: C7H2Cl5I2OSn as an isolated structure at a distorted geometry (ωB97M-V/def2-TZVPD).

Structure (XYZ):
```
18
Properties=species:S:1:pos:R:3:lowdin_charge:R:1
Sn 0.58 -1.58 -0.77 1.1084
I 2.48 -3.14 -3.21 0.7076
C 1.67 -5.09 -2.68 -1.0363
I 0.22 -5.01 -1.06 0.7115
H 2.51 -5.67 -2.31 -0.0274
H 1.11 -5.45 -3.53 -0.0300
Cl -0.70 4.48 3.17 0.7433
C -0.71 3.20 2.05 -0.7039
C 0.24 2.17 2.15 -0.7125
Cl 1.41 2.19 3.39 0.7469
C 0.20 1.15 1.23 -0.5508
Cl 1.37 -0.16 1.31 0.6815
C -0.70 1.08 0.18 -0.4425
O -0.72 0.07 -0.70 -0.4074
C -1.68 2.12 0.07 -0.6309
Cl -2.81 2.05 -1.18 0.7856
C -1.66 3.15 1.00 -0.6894
Cl -2.81 4.41 0.88 0.7461
```

**Net charge**: +1
**HOMO level**: -0.428 Ha
**Spin multiplicity**: 1



For the records above, the corresponding E values read -21449.30626, -22005.28763, -68245.28535, -22726.63114, -47570.73609, -76228.89013, -25597.84069, -93976.60538 eV.
For the records above, the corresponding energy relative to the best compared isomer or geometry (same formula, charge and spin) values read 0.0, 14.7, 60.8, 0.0, 207.0, 0.0, 63.9, 0.0 kcal/mol.